[1]
C9H17Br5O6S | ωB97M-V/def2-TZVPD

Summary:
Kohn-Sham gap	10.4	eV
LUMO	0.386	eV
SMILES	O=S1(=O)O[C@H](O)[C@@](Br)(CCCO)O1.BrCCBr.BrCCBr
HOMO	-10.0413	eV

```
! RIJCOSX wB97M-V def2-TZVPD def2/J DEFGRID3
* xyz 0 1
O -0.61 -1.62 -1.78
S -0.53 -0.32 -1.21
O -1.66 0.52 -1.09
O 0.21 -0.37 0.21
C 1.60 0.00 0.04
O 2.16 0.37 1.22
C 1.55 1.06 -1.08
Br 0.76 2.68 -0.30
C 2.91 1.30 -1.73
C 3.32 2.71 -2.14
C 2.48 3.32 -3.26
O 2.21 2.41 -4.31
O 0.66 0.43 -1.99
H 2.13 -0.87 -0.34
H 1.60 1.04 1.66
H 2.92 0.66 -2.62
H 3.65 0.91 -1.03
H 4.36 2.65 -2.48
H 3.32 3.38 -1.27
H 1.51 3.66 -2.90
H 3.01 4.20 -3.65
H 3.05 2.13 -4.71
Br -0.04 1.99 3.29
C -0.59 0.17 3.69
C -1.94 -0.12 3.08
Br -3.38 0.72 4.07
H -0.60 0.06 4.77
H 0.17 -0.48 3.26
H -2.14 -1.19 3.10
H -2.01 0.24 2.06
Br -3.77 -1.76 0.57
C -3.75 -3.67 0.21
C -3.95 -4.46 1.48
Br -2.36 -4.43 2.60
H -2.80 -3.88 -0.26
H -4.56 -3.86 -0.49
H -4.13 -5.51 1.25
H -4.76 -4.07 2.08
*
```

These are the natural (NBO) partial charges, in e, on atoms 1 to 2: -0.893, 2.555

=====

[2]
C10H16 | ωB97M-V/def2-TZVPD

Summary:
Kohn-Sham gap	10.1	eV
LUMO	1.013	eV
SMILES	Cc1ccccc1.CCC
HOMO	-9.0887	eV

```
! RIJCOSX wB97M-V def2-TZVPD def2/J DEFGRID3
* xyz 0 1
C -3.23 -0.80 -1.08
C -0.29 0.65 0.82
C -1.14 0.38 -0.23
C -0.51 0.15 2.10
C -2.28 -0.41 -0.01
C -1.59 -0.67 2.32
C -2.42 -0.98 1.25
H 0.64 1.15 0.64
H -0.90 0.60 -1.28
H 0.19 0.49 2.86
H -1.73 -1.16 3.27
H -3.38 -1.87 -1.07
H -2.78 -0.70 -2.08
H -3.21 -1.71 1.43
H -4.16 -0.25 -1.15
C 3.73 0.33 -1.52
C 3.02 1.61 -1.99
C 3.02 -0.40 -0.38
H 3.68 -0.31 -2.42
H 4.79 0.38 -1.24
H 3.25 2.47 -1.36
H 3.50 -0.24 0.60
H 1.93 -0.25 -0.26
H 3.17 -1.45 -0.63
H 3.30 1.79 -3.02
H 1.94 1.46 -1.93
*
```

These are the natural (NBO) partial charges, in e, on atoms 1 to 2: -0.635, -0.216

=====

[3]
C44H46FLuN5O3PS | ωB97M-V/def2-TZVPD

Summary:
Kohn-Sham gap	5.7	eV
LUMO	-5.336	eV
HOMO	-11.0543	eV

```
! RIJCOSX wB97M-V def2-TZVPD def2/J DEFGRID3
* xyz 2 1
Lu 1.58 -18.67 11.71
F 2.18 -19.51 18.57
C 2.20 -18.38 17.81
C 2.29 -18.49 16.44
C 2.68 -17.35 15.66
C 2.53 -17.27 14.25
O 1.89 -18.31 13.74
C 2.95 -16.08 13.59
C 3.66 -15.10 14.29
N 3.77 -15.14 15.65
C 4.58 -14.24 16.40
C 3.93 -12.85 16.53
C 5.07 -13.02 15.64
C 3.11 -16.22 16.34
C 2.75 -15.99 17.69
C 2.21 -17.08 18.46
N 2.05 -16.89 19.81
C 1.04 -15.86 20.06
C 1.16 -15.32 21.47
N 2.24 -16.09 22.22
C 2.04 -17.58 22.20
C 1.99 -18.08 20.72
C 2.78 -15.80 12.10
O 3.18 -14.71 11.69
O 2.20 -16.73 11.34
H 2.08 -19.42 15.97
H 4.17 -14.31 13.65
H 5.26 -14.56 17.20
H 4.21 -12.36 17.47
H 2.94 -12.80 16.09
H 6.03 -12.58 16.01
H 4.83 -13.10 14.64
H 2.68 -15.00 18.02
H 0.05 -16.24 19.77
H 1.27 -15.02 19.39
H 0.19 -15.53 22.01
H 1.33 -14.23 21.51
H 2.32 -15.77 23.18
H 3.10 -15.94 21.72
H 1.06 -17.77 22.62
H 2.91 -18.15 22.69
H 1.14 -18.73 20.60
H 2.87 -18.68 20.45
C 1.27 -24.04 15.55
C 2.03 -22.87 15.28
C 1.66 -22.06 14.23
C 0.40 -22.31 13.60
C -0.37 -23.37 13.94
C 0.10 -24.30 14.89
P -0.10 -21.14 12.27
C -1.00 -21.96 10.98
C -0.46 -23.16 10.48
C -1.01 -23.80 9.39
C -2.20 -23.28 8.88
C -2.79 -22.16 9.44
C -2.05 -21.40 10.33
C -1.35 -20.18 13.23
C -2.11 -20.73 14.27
C -3.01 -19.88 14.98
C -3.28 -18.61 14.59
C -2.63 -18.11 13.42
C -2.97 -16.82 12.93
C -2.26 -16.27 11.90
C -1.06 -16.91 11.43
C -0.76 -18.17 11.89
C -1.58 -18.85 12.79
H 1.51 -24.70 16.35
H 2.89 -22.64 15.88
H 2.23 -21.18 14.04
H -1.33 -23.53 13.48
H -0.41 -25.25 15.01
H 0.38 -23.60 11.06
H -0.69 -24.79 9.08
H -2.73 -23.86 8.10
H -3.78 -21.78 9.13
H -2.52 -20.48 10.68
H -2.14 -21.80 14.56
H -3.60 -20.28 15.84
H -3.98 -18.02 15.16
H -3.76 -16.22 13.51
H -2.52 -15.38 11.37
H -0.41 -16.40 10.74
C 1.97 -20.95 9.06
N 2.18 -19.52 9.37
C 1.32 -18.68 8.51
C 3.46 -19.10 9.75
S 4.03 -19.68 11.33
N 4.21 -18.38 8.92
C 4.97 -17.23 9.56
C 4.25 -18.56 7.49
H 1.85 -21.10 8.00
H 0.99 -21.22 9.44
H 2.85 -21.52 9.41
H 0.34 -18.62 8.99
H 1.27 -19.15 7.50
H 1.63 -17.63 8.50
H 6.07 -17.40 9.53
H 4.60 -17.15 10.59
H 4.63 -16.29 9.12
H 4.13 -17.56 7.01
H 3.43 -19.25 7.14
H 5.19 -19.00 7.06
*
```

These are the Mulliken partial charges, in e, on atoms 1 to 2: 0.882, -0.300

=====

[4]
C7H7BBrFO | ωB97M-V/def2-TZVPD

Summary:
Kohn-Sham gap	7.0	eV
LUMO	-1.366	eV
HOMO	-8.4091	eV

```
! RIJCOSX wB97M-V def2-TZVPD def2/J DEFGRID3
* xyz 0 1
B 1.20 0.23 0.04
C 0.57 2.18 -0.01
C -1.65 1.29 -0.05
C 1.15 1.39 -0.99
C -0.14 -0.74 0.15
C -0.84 2.33 0.00
C -1.28 -0.09 0.11
C 0.93 -2.92 0.07
O -0.18 -2.05 0.44
F -1.49 3.55 0.21
Br -3.03 -1.14 0.19
H 1.85 0.22 1.12
H 0.60 1.19 -1.87
H 1.21 2.65 0.88
H -2.72 1.34 -0.33
H 1.88 -2.79 0.76
H 1.35 -2.67 -0.91
H 0.59 -3.96 0.19
*
```

These are the natural (NBO) partial charges, in e, on atoms 1 to 2: 0.323, -0.202

=====

[5]
C5H10N2 | ωB97M-V/def2-TZVPD

Summary:
Kohn-Sham gap	10.5	eV
LUMO	1.210	eV
SMILES	C[C@H]1N[C@H]1[C@H]1CN1
HOMO	-9.2523	eV

```
! RIJCOSX wB97M-V def2-TZVPD def2/J DEFGRID3
* xyz 0 1
C 0.68 1.93 -0.41
C -0.26 1.01 -1.16
N 0.18 -0.33 -1.56
C -0.87 -0.20 -0.56
C -0.68 -0.60 0.88
C -0.23 -1.97 1.20
N 0.62 -0.83 1.49
H 1.54 2.19 -1.04
H 1.05 1.48 0.52
H 0.17 2.86 -0.14
H -0.83 1.51 -1.95
H 1.08 -0.54 -1.13
H -1.85 -0.50 -0.93
H -1.39 -0.13 1.56
H -0.62 -2.50 2.07
H 0.03 -2.61 0.36
H 1.38 -0.77 0.81
*
```

These are the natural (NBO) partial charges, in e, on atoms 1 to 2: -0.637, -0.070

=====

[6]
C2H3N5O | ωB97M-V/def2-TZVPD

Summary:
Kohn-Sham gap	6.5	eV
LUMO	-1.519	eV
SMILES	N/N=c1/ncnno1
HOMO	-7.9714	eV

```
! RIJCOSX wB97M-V def2-TZVPD def2/J DEFGRID3
* xyz 0 1
C 0.45 0.40 -0.09
C -1.79 0.68 -1.09
H 1.76 -0.55 1.39
H 2.65 -2.13 0.36
H -2.64 0.64 -1.85
N 2.36 -0.94 0.57
N 1.44 -0.57 -0.46
N -0.49 0.75 -1.23
N -2.29 0.34 0.24
N -1.52 0.50 1.19
O 0.07 0.86 0.96
*
```

These are the natural (NBO) partial charges, in e, on atoms 1 to 2: 0.552, 0.143

=====

[7]
C3H4N2 | ωB97M-V/def2-TZVPD

Summary:
Kohn-Sham gap	11.4	eV
LUMO	0.889	eV
SMILES	N#CN1CC1
HOMO	-10.4708	eV

```
! RIJCOSX wB97M-V def2-TZVPD def2/J DEFGRID3
* xyz 0 1
C -2.46 -0.10 -0.14
C -0.01 0.69 -0.32
C -0.21 -0.74 0.09
N -3.52 -0.14 0.27
N -1.15 -0.07 -0.79
H -0.21 1.45 0.57
H 0.63 0.92 -1.03
H 0.45 -1.51 -0.22
H -0.48 -1.00 1.05
*
```

These are the natural (NBO) partial charges, in e, on atoms 1 to 2: 0.408, -0.205

=====

[8]
C8H8 | ωB97M-V/def2-TZVPD

Summary:
Kohn-Sham gap	10.2	eV
LUMO	1.009	eV
SMILES	c1ccccc1.C#C
HOMO	-9.1959	eV

```
! RIJCOSX wB97M-V def2-TZVPD def2/J DEFGRID3
* xyz 0 1
C 0.38 -0.25 1.33
C 0.37 1.16 0.85
C 0.96 1.31 -0.45
C 1.67 0.26 -1.04
C 1.60 -0.98 -0.61
C 0.85 -1.35 0.50
C -2.81 0.33 -0.02
C -3.30 -0.47 -0.76
H -0.06 -0.57 2.24
H -0.02 1.97 1.28
H 1.01 2.34 -0.94
H 2.27 0.63 -1.79
H 2.40 -1.73 -0.99
H 0.79 -2.37 0.96
H -2.29 1.10 0.61
H -3.81 -1.39 -1.16
*
```

These are the natural (NBO) partial charges, in e, on atoms 1 to 2: -0.195, -0.232